(1)
Formula: C35H35AsN4OPtS
Source: OMol25
Level of theory: ωB97M-V/def2-TZVPD

The energy comes out at -4402.26878 Ha. The HOMO-LUMO gap is 7.3264 eV. Its total charge is 0. The maximum force comes out at 0.39 eV Å⁻¹. The HOMO energy is -6.71 eV. As for the molecular weight: 829.76 g mol⁻¹. Its LUMO energy is 0.62 eV. The relative energy (zero: lowest compared OMol25 entry of this formula, charge and spin) is 0.000 eV.

Last column: Löwdin charge in e.
Positions of all 78 atoms, in Å:
Pt 1.0722 0.2525 2.3690  1.15
C -1.6099 1.3981 2.3935  -0.10
N -0.2242 1.8675 2.6273  -0.34
C -0.1001 2.4563 3.9755  -0.07
C 0.1799 2.8547 1.6004  -0.20
C -0.6473 3.8961 1.2360  -0.03
C -0.2657 4.7706 0.2244  -0.10
C 0.9479 4.5685 -0.4163  -0.10
C 1.7966 3.5378 -0.0419  -0.02
C 1.4426 2.6779 1.0045  -0.22
N 2.1612 1.6058 1.4713  -0.10
C 3.4315 1.2020 1.1391  -0.22
C 4.4678 2.0244 0.6773  -0.02
C 5.7132 1.4893 0.3982  -0.09
C 5.9687 0.1351 0.5714  -0.09
C 4.9587 -0.6848 1.0543  -0.04
C 3.7147 -0.1582 1.3475  -0.20
N 2.6319 -1.0194 1.8714  -0.33
C 2.2014 -1.9866 0.8308  -0.06
C 3.0817 -1.7547 3.0803  -0.07
H -2.3306 2.2102 2.5221  0.09
H -1.6502 1.0069 1.3800  0.05
H -1.8288 0.6028 3.1026  0.08
H -0.8233 3.2683 4.0975  0.09
H -0.2852 1.6842 4.7197  0.09
H 0.9082 2.8433 4.1003  0.09
H -1.6039 4.0271 1.7250  0.11
H -0.9165 5.5834 -0.0665  0.10
H 1.2390 5.2188 -1.2322  0.10
H 2.7235 3.3766 -0.5723  0.09
H 4.2949 3.0853 0.5697  0.10
H 6.5016 2.1441 0.0488  0.10
H 6.9420 -0.2766 0.3437  0.10
H 5.1472 -1.7406 1.2025  0.11
H 3.0453 -2.6160 0.5348  0.09
H 1.4060 -2.6080 1.2393  0.06
H 1.8162 -1.4322 -0.0212  0.08
H 3.8729 -2.4634 2.8247  0.09
H 3.4504 -1.0390 3.8103  0.10
H 2.2336 -2.2945 3.4928  0.07
S -1.1194 -3.8137 2.6705  0.49
C -0.5077 -2.3326 2.9447  -0.97
N -0.0672 -1.2661 3.1462  -0.11
O -0.3125 -0.1859 -0.1155  -0.49
As -1.3834 -0.8172 -1.2006  1.18
C -1.9901 0.5901 -2.3575  -0.31
C -1.1181 1.6556 -2.5652  -0.09
C -1.5033 2.7052 -3.3854  -0.08
C -2.7549 2.6922 -3.9879  -0.08
C -3.6293 1.6375 -3.7648  -0.08
C -3.2487 0.5824 -2.9464  -0.09
C -2.9599 -1.6299 -0.4675  -0.30
C -3.6251 -0.9622 0.5563  -0.08
C -4.7669 -1.5120 1.1133  -0.07
C -5.2450 -2.7302 0.6505  -0.08
C -4.5867 -3.3939 -0.3728  -0.07
C -3.4431 -2.8447 -0.9365  -0.09
C -0.5516 -2.1651 -2.2862  -0.30
C -0.3125 -1.9691 -3.6398  -0.08
C 0.3457 -2.9498 -4.3716  -0.08
C 0.7600 -4.1184 -3.7506  -0.08
C 0.5214 -4.3136 -2.3954  -0.07
C -0.1330 -3.3381 -1.6600  -0.11
H -0.1616 1.6729 -2.0536  0.10
H -0.8312 3.5385 -3.5449  0.10
H -3.0543 3.5133 -4.6267  0.10
H -4.6099 1.6390 -4.2227  0.10
H -3.9321 -0.2387 -2.7627  0.10
H -3.2404 -0.0221 0.9312  0.08
H -5.2746 -0.9999 1.9199  0.11
H -6.1287 -3.1672 1.0969  0.11
H -4.9564 -4.3468 -0.7287  0.11
H -2.9317 -3.3695 -1.7332  0.10
H -0.6356 -1.0555 -4.1245  0.10
H 0.5336 -2.7995 -5.4267  0.10
H 1.2698 -4.8821 -4.3236  0.10
H 0.8436 -5.2268 -1.9121  0.11
H -0.3243 -3.4897 -0.6021  0.09



(2)
Formula: C35H35BO5
Source: OMol25
Level of theory: ωB97M-V/def2-TZVPD

The energy comes out at -1755.38286 Ha. The HOMO-LUMO gap is 5.0474 eV. Its total charge is 0. The maximum force comes out at 6.64 eV Å⁻¹. The HOMO energy is -6.66 eV. As for the molecular weight: 546.47 g mol⁻¹. Its LUMO energy is -1.62 eV. The relative energy (zero: lowest compared OMol25 entry of this formula, charge and spin) is 7.219 eV.

Last column: Löwdin charge in e.
Positions of all 76 atoms, in Å:
C 1.1152 1.1137 -5.0808  -0.01
C 1.5794 0.6716 -3.7810  -0.31
C 2.6854 1.0609 -3.0609  0.00
C 2.8284 0.1641 -2.0012  0.01
C 1.7552 -0.8019 -2.0658  -0.22
B -0.5996 1.6679 1.6670  -0.46
C 0.2467 2.8523 1.0969  -0.10
C 1.5113 2.8444 0.5073  -0.03
C 1.8342 4.1879 0.1408  -0.03
C 0.7125 4.9381 0.4298  -0.33
C 0.4842 6.3704 0.2926  -0.03
O -0.2579 4.1433 0.9996  0.08
C -1.8636 1.8790 0.8409  -0.16
C -2.3033 1.3353 -0.3600  -0.01
C -3.5984 1.8662 -0.6165  -0.02
C -3.8698 2.7123 0.4331  -0.34
C -5.0066 3.5451 0.7492  -0.03
O -2.8384 2.7066 1.3357  0.09
C 2.0944 -2.1870 -2.1154  -0.23
C 1.5194 -3.2752 -2.7858  0.00
C 2.1994 -4.4370 -2.3427  -0.01
C 3.1686 -4.0195 -1.4584  -0.33
C 4.1048 -4.7145 -0.6020  -0.03
O 3.1134 -2.6534 -1.3181  0.06
O 0.9641 -0.3752 -3.1767  0.08
H 1.7091 1.9776 -5.3860  0.09
H 1.2556 0.3201 -5.8256  0.10
H 0.0580 1.3953 -5.0781  0.10
H 3.3704 1.8624 -3.3255  0.12
H 3.5543 0.2252 -1.1919  0.13
H 2.2008 2.0090 0.4068  0.09
H 2.7801 4.5282 -0.2808  0.11
H 0.9718 6.9024 1.1164  0.09
H 0.9293 6.7211 -0.6418  0.08
H -0.5749 6.6261 0.2876  0.09
H -1.7770 0.6140 -0.9775  0.10
H -4.2409 1.6618 -1.4657  0.11
H -5.5273 3.8061 -0.1814  0.09
H -5.7179 3.0066 1.3872  0.08
H -4.6966 4.4557 1.2702  0.09
H 0.6985 -3.2307 -3.5014  0.12
H 2.0124 -5.4592 -2.6575  0.12
H 3.6544 -5.5900 -0.1220  0.09
H 4.9526 -5.0792 -1.2003  0.09
H 4.4851 -4.0464 0.1825  0.09
C -2.8731 1.9592 4.5399  -0.06
O -1.5442 2.2224 4.0534  -0.09
C -0.9460 1.2155 3.3029  -0.33
C 0.5059 1.0178 3.4577  0.07
C 1.0381 0.3978 2.3588  -0.02
C 0.0678 0.0778 1.2900  -0.18
C 0.6387 -0.4379 -0.0548  0.11
C 0.3448 -1.8379 -0.2051  -0.27
C 1.0093 -2.7847 0.6229  -0.01
C 0.5193 -4.0612 0.7445  -0.03
C -0.6629 -4.4415 0.0976  -0.27
C -1.2294 -5.8037 0.3284  -0.06
C -1.3067 -3.5297 -0.7455  -0.04
C -0.7685 -2.2801 -0.9719  -0.04
C -1.1879 -0.5358 1.7844  -0.01
C -1.6514 -0.0535 2.9662  0.03
H -3.2494 2.9366 4.8316  0.09
H -3.5033 1.5131 3.7611  0.09
H -2.8210 1.2900 5.4072  0.09
H 1.0365 1.4799 4.2828  0.14
H 2.1084 0.2824 2.2039  0.13
H 1.6093 -0.0046 -0.2391  0.07
H 1.8601 -2.4481 1.2247  0.14
H 1.0681 -4.7878 1.3423  0.12
H -2.1711 -5.9188 -0.2095  0.07
H -0.5522 -6.5941 -0.0049  0.08
H -1.4102 -5.9676 1.3959  0.08
H -2.2292 -3.8298 -1.2450  0.12
H -1.2177 -1.5808 -1.6820  0.12
H -1.6842 -1.3411 1.2573  0.13
H -2.4748 -0.4553 3.5614  0.13



(3)
Formula: C35H35Cl2FN3O
Source: OMol25
Level of theory: ωB97M-V/def2-TZVPD

The energy comes out at -2614.10043 Ha. The HOMO-LUMO gap is 2.1702 eV. Its total charge is +1. The maximum force comes out at 3.17 eV Å⁻¹. The HOMO energy is -7.53 eV. As for the molecular weight: 603.59 g mol⁻¹. Its LUMO energy is -5.36 eV. The relative energy (zero: lowest compared OMol25 entry of this formula, charge and spin) is 3.502 eV.

Last column: Löwdin charge in e.
Positions of all 77 atoms, in Å:
Cl 1.4651 -5.7962 -3.8013  0.85
C 2.1819 -6.4805 -2.4003  -0.55
N 2.0552 -5.8033 -1.1828  -0.04
F 1.2752 -4.7363 -1.1110  0.08
C 2.6111 -6.3327 -0.0137  -0.56
Cl 2.4158 -5.4701 1.4524  0.86
C 3.2801 -7.5217 -0.0608  -0.04
C 3.4107 -8.2020 -1.2773  0.04
C 2.8529 -7.6690 -2.4455  -0.04
H 3.7056 -7.9260 0.8418  0.13
H 3.9409 -9.1387 -1.3159  0.14
H 2.9492 -8.1872 -3.3846  0.13
C -1.1588 -2.5159 -4.4822  -0.04
C -0.6164 -1.4964 -3.5411  -0.26
C -0.0650 -1.8872 -2.3319  -0.01
C 0.4024 -0.9608 -1.4170  -0.18
C 0.9975 -1.4485 -0.1430  -0.02
C 0.2967 0.4064 -1.7101  -0.09
N 0.6049 1.4034 -0.7066  0.07
C 0.0921 1.5114 0.5674  -0.07
C -0.8137 0.5416 1.2210  -0.44
C -2.0042 0.0864 0.5877  -0.21
C -2.6766 -1.0654 1.2349  -0.05
C -2.6070 0.6971 -0.5667  -0.19
C -2.3794 2.0442 -0.8990  -0.05
C -3.0128 2.6246 -1.9699  -0.11
C -3.8834 1.8869 -2.7510  -0.11
C -4.1318 0.5619 -2.4433  -0.09
C -3.5105 -0.0224 -1.3695  -0.04
O -0.4869 0.0912 2.3337  -0.02
N 0.6636 2.6019 1.1785  0.08
C 0.6654 2.9568 2.5805  -0.10
C -0.5060 3.3564 3.2338  -0.18
C -1.8100 3.4023 2.5204  -0.01
C -0.4369 3.7250 4.5657  0.01
C 0.7616 3.7161 5.2624  -0.26
C 0.7956 4.0907 6.7039  -0.05
C 1.9141 3.3254 4.5981  0.00
C 1.8815 2.9305 3.2739  -0.19
C 3.1378 2.5188 2.5903  -0.04
C 1.4890 3.2116 0.2405  -0.02
C 1.4831 2.4632 -0.8872  -0.02
C -0.2052 0.8129 -2.9546  -0.19
C -0.2364 2.2458 -3.3584  -0.04
C -0.6550 -0.1452 -3.8444  0.01
H -1.5552 -2.0557 -5.3881  0.08
H -0.3839 -3.2210 -4.7841  0.06
H -1.9684 -3.0824 -4.0181  0.09
H 0.0317 -2.9355 -2.1064  0.10
H 1.5672 -0.6683 0.3609  0.09
H 0.2301 -1.7933 0.5501  0.08
H 1.6672 -2.2871 -0.3310  0.06
H -3.7065 -1.1914 0.8997  0.07
H -2.1380 -1.9921 1.0412  0.07
H -2.6995 -0.9116 2.3129  0.08
H -1.6992 2.6238 -0.3011  0.09
H -2.8155 3.6570 -2.2117  0.11
H -4.3707 2.3437 -3.5971  0.10
H -4.8236 -0.0127 -3.0358  0.10
H -3.6986 -1.0575 -1.1462  0.10
H -2.5913 3.8241 3.1540  0.09
H -1.7435 4.0197 1.6244  0.09
H -2.1328 2.4028 2.2298  0.08
H -1.3362 4.0389 5.0680  0.12
H 1.8183 4.1966 7.0690  0.08
H 0.2826 5.0385 6.8735  0.09
H 0.3062 3.3293 7.3131  0.09
H 2.8553 3.3311 5.1195  0.12
H 3.8651 2.1243 3.3002  0.09
H 2.9373 1.7413 1.8511  0.08
H 3.5936 3.3706 2.0837  0.08
H 2.0742 4.0976 0.4224  0.14
H 2.0775 2.6308 -1.7685  0.14
H -1.1270 2.4645 -3.9493  0.09
H -0.2513 2.9038 -2.4898  0.06
H 0.6364 2.4967 -3.9626  0.09
H -1.0345 0.1666 -4.8018  0.12